No. 1
A molecular structure, C95H196F21N12O17S7, computed with ωB97M-V/def2-TZVPD.

Properties
Gap between HOMO and LUMO, eV: 10.4
Net charge: +5
Electronic energy, eV: -287252.7777
HOMO energy, eV: -15.88
E_LUMO, Eh: -0.20299

Positions of all 348 atoms, in Å:
1 C -3.88 -0.41 -3.82
2 C -3.79 0.70 -2.71
3 C -5.10 1.44 -2.68
4 C -6.16 0.51 -2.11
5 N -7.52 1.16 -1.94
6 C -7.52 2.37 -1.03
7 C -8.92 2.46 -0.45
8 C -9.38 1.01 -0.24
9 C -8.37 0.19 -1.11
10 C -8.16 1.62 -3.23
11 H -2.83 -0.57 -4.06
12 H -4.30 0.01 -4.70
13 H -4.35 -1.28 -3.56
14 H -3.03 1.40 -3.07
15 H -3.57 0.28 -1.77
16 H -5.38 1.80 -3.64
17 H -5.00 2.29 -1.97
18 H -5.86 0.14 -1.15
19 H -6.40 -0.34 -2.75
20 H -7.25 3.25 -1.57
21 H -6.72 2.15 -0.28
22 H -9.49 3.07 -1.14
23 H -8.83 3.00 0.48
24 H -10.44 0.90 -0.50
25 H -9.30 0.62 0.76
26 H -8.81 -0.60 -1.74
27 H -7.66 -0.36 -0.47
28 H -7.95 2.66 -3.40
29 H -9.20 1.60 -2.92
30 H -7.82 0.91 -3.97
31 C 6.53 1.33 5.58
32 C 6.73 1.74 4.04
33 C 5.44 1.51 3.20
34 C 4.22 2.33 3.65
35 N 3.26 2.69 2.60
36 C 3.77 3.72 1.59
37 C 2.51 4.31 1.08
38 C 1.67 4.52 2.39
39 C 2.00 3.29 3.24
40 C 2.81 1.42 1.91
41 H 7.49 1.50 6.09
42 H 6.23 0.29 5.76
43 H 5.84 2.00 6.14
44 H 7.50 1.03 3.53
45 H 7.11 2.76 3.87
46 H 5.09 0.47 3.04
47 H 5.66 1.74 2.12
48 H 4.50 3.30 4.08
49 H 3.61 1.79 4.34
50 H 4.45 3.23 0.84
51 H 4.45 4.38 2.18
52 H 1.95 3.69 0.44
53 H 2.60 5.24 0.52
54 H 0.58 4.52 2.04
55 H 2.06 5.38 2.91
56 H 1.28 2.56 3.19
57 H 2.14 3.66 4.29
58 H 1.84 1.64 1.41
59 H 2.61 0.71 2.71
60 H 3.50 1.12 1.07
61 C 13.20 0.60 -1.86
62 C 12.84 -0.34 -0.75
63 C 11.66 0.28 0.12
64 C 11.27 -0.41 1.42
65 N 9.89 -0.83 1.55
66 C 9.71 -1.51 2.88
67 C 8.40 -2.23 2.72
68 C 8.37 -2.68 1.19
69 C 9.52 -1.93 0.61
70 C 8.96 0.26 1.27
71 H 13.99 0.24 -2.55
72 H 13.37 1.58 -1.41
73 H 12.35 0.73 -2.53
74 H 13.69 -0.31 -0.03
75 H 12.64 -1.38 -1.01
76 H 10.86 0.23 -0.62
77 H 11.86 1.31 0.28
78 H 11.45 0.25 2.25
79 H 11.86 -1.33 1.54
80 H 9.62 -0.81 3.74
81 H 10.64 -2.05 2.97
82 H 7.57 -1.58 2.86
83 H 8.26 -3.15 3.29
84 H 7.48 -2.34 0.67
85 H 8.44 -3.78 1.31
86 H 9.27 -1.49 -0.37
87 H 10.39 -2.56 0.64
88 H 7.93 -0.13 1.39
89 H 9.07 0.74 0.24
90 H 9.12 0.93 2.15
91 C -4.15 -1.71 7.98
92 C -3.00 -0.72 7.75
93 C -1.65 -1.16 8.32
94 C -1.62 -1.01 9.87
95 N -0.29 -1.42 10.50
96 C 0.77 -0.30 10.28
97 C 2.11 -0.97 10.22
98 C 1.82 -2.48 10.35
99 C 0.42 -2.53 9.83
100 C -0.45 -1.67 11.91
101 H -4.97 -1.62 7.19
102 H -4.51 -1.60 8.98
103 H -3.83 -2.77 7.79
104 H -3.20 0.29 8.06
105 H -2.81 -0.66 6.74
106 H -0.89 -0.54 7.79
107 H -1.53 -2.26 8.20
108 H -2.38 -1.64 10.26
109 H -1.72 0.03 10.20
110 H 0.78 0.40 11.15
111 H 0.57 0.31 9.35
112 H 2.76 -0.61 11.02
113 H 2.51 -0.81 9.25
114 H 2.01 -2.91 11.31
115 H 2.47 -3.05 9.69
116 H -0.16 -3.48 9.98
117 H 0.41 -2.39 8.73
118 H 0.49 -1.57 12.41
119 H -0.80 -2.67 12.07
120 H -1.16 -1.00 12.31
121 C 0.85 -11.09 -4.99
122 C 0.97 -12.28 -4.08
123 C 0.00 -13.44 -4.30
124 C 0.06 -13.92 -5.73
125 N -0.91 -15.02 -6.08
126 C -0.63 -16.33 -5.38
127 C -0.12 -17.27 -6.46
128 C -1.05 -16.90 -7.65
129 C -1.02 -15.41 -7.63
130 C -2.30 -14.60 -5.77
131 H -0.12 -10.63 -5.00
132 H 1.01 -11.30 -6.10
133 H 1.63 -10.43 -4.57
134 H 0.99 -11.98 -3.00
135 H 1.98 -12.66 -4.19
136 H -1.01 -13.02 -4.03
137 H 0.26 -14.25 -3.63
138 H 1.07 -14.26 -6.01
139 H -0.18 -13.07 -6.38
140 H -1.53 -16.62 -4.82
141 H 0.14 -16.12 -4.67
142 H -0.07 -18.37 -6.24
143 H 0.95 -17.00 -6.71
144 H -2.09 -17.22 -7.46
145 H -0.65 -17.30 -8.62
146 H -1.86 -14.81 -7.96
147 H -0.16 -15.05 -8.20
148 H -2.40 -13.59 -6.11
149 H -2.45 -14.59 -4.71
150 H -3.05 -15.23 -6.34
151 C -2.62 2.22 1.75
152 C -1.33 2.63 0.93
153 C -1.09 1.70 -0.25
154 C -0.71 0.26 0.20
155 N -0.06 -0.54 -0.87
156 C 0.31 -1.83 -0.33
157 C 1.40 -2.35 -1.31
158 C 2.03 -1.11 -1.88
159 C 1.29 0.07 -1.33
160 C -0.91 -0.71 -2.14
161 H -3.48 2.51 1.15
162 H -2.75 2.78 2.72
163 H -2.50 1.15 2.06
164 H -0.35 2.48 1.49
165 H -1.45 3.68 0.61
166 H -0.25 2.10 -0.88
167 H -1.96 1.65 -0.90
168 H -1.65 -0.19 0.45
169 H -0.03 0.36 1.02
170 H -0.61 -2.38 -0.36
171 H 0.55 -1.65 0.68
172 H 0.95 -3.05 -1.98
173 H 2.14 -2.83 -0.62
174 H 1.84 -1.02 -2.94
175 H 3.08 -0.96 -1.59
176 H 1.12 0.83 -2.13
177 H 1.86 0.52 -0.49
178 H -1.76 -1.32 -1.96
179 H -0.28 -1.19 -2.86
180 H -1.09 0.36 -2.39
181 C -5.86 18.00 3.95
182 C -5.66 16.54 3.60
183 C -6.44 15.60 4.56
184 C -6.16 14.07 4.29
185 N -6.99 13.11 5.13
186 C -6.48 11.75 4.86
187 C -7.60 10.70 5.05
188 C -8.90 11.59 4.98
189 C -8.37 12.94 4.60
190 C -6.98 13.46 6.62
191 H -5.36 18.14 4.93
192 H -6.89 18.36 3.96
193 H -5.29 18.59 3.21
194 H -4.59 16.40 3.58
195 H -5.92 16.50 2.58
196 H -7.50 15.90 4.48
197 H -6.26 15.80 5.62
198 H -5.14 13.90 4.60
199 H -6.23 13.91 3.18
200 H -5.60 11.44 5.51
201 H -6.08 11.79 3.85
202 H -7.46 10.21 6.04
203 H -7.56 9.97 4.23
204 H -9.42 11.65 5.95
205 H -9.54 11.12 4.23
206 H -8.90 13.83 4.77
207 H -8.15 12.93 3.55
208 H -7.68 12.86 7.20
209 H -7.23 14.52 6.76
210 H -5.93 13.29 6.90
211 C -5.18 -6.82 1.50
212 C -4.48 -7.88 2.33
213 C -3.73 -7.38 3.60
214 C -2.83 -6.13 3.32
215 N -2.73 -5.19 4.40
216 C -1.69 -4.18 4.16
217 C -1.33 -3.61 5.55
218 C -1.72 -4.77 6.53
219 C -2.36 -5.85 5.64
220 C -4.01 -4.46 4.54
221 H -6.10 -6.58 2.01
222 H -5.43 -7.19 0.48
223 H -4.64 -5.90 1.39
224 H -3.75 -8.42 1.74
225 H -5.26 -8.60 2.58
226 H -3.21 -8.20 4.05
227 H -4.46 -7.07 4.42
228 H -3.06 -5.54 2.41
229 H -1.85 -6.51 3.19
230 H -2.03 -3.44 3.39
231 H -0.76 -4.61 3.74
232 H -1.93 -2.73 5.75
233 H -0.30 -3.32 5.61
234 H -2.39 -4.39 7.31
235 H -0.79 -5.19 6.95
236 H -3.25 -6.35 6.05
237 H -1.74 -6.62 5.24
238 H -4.41 -4.22 3.59
239 H -3.83 -3.43 4.86
240 H -4.73 -4.99 5.10
241 C 1.82 3.53 -4.84
242 C 0.76 3.24 -5.93
243 C -0.11 4.47 -5.88
244 N -1.30 4.41 -6.82
245 C -0.93 4.27 -8.26
246 C -2.11 5.70 -6.63
247 C -3.52 5.31 -6.81
248 C -3.56 3.78 -6.96
249 C -2.19 3.31 -6.45
250 H 1.77 4.64 -4.66
251 H 2.90 3.33 -5.06
252 H 1.60 3.13 -3.87
253 H 0.08 2.41 -5.60
254 H 1.26 3.00 -6.87
255 H 0.36 5.41 -6.13
256 H -0.57 4.55 -4.89
257 H -0.15 5.04 -8.54
258 H -1.95 4.46 -8.70
259 H -0.60 3.29 -8.57
260 H -1.71 6.46 -7.25
261 H -1.90 6.06 -5.62
262 H -4.02 5.81 -7.64
263 H -4.08 5.72 -5.91
264 H -3.58 3.43 -7.99
265 H -4.32 3.28 -6.36
266 H -1.83 2.43 -6.89
267 H -2.18 3.05 -5.38
268 C 3.67 1.62 -8.46
269 C 4.40 1.18 -7.22
270 C 4.55 -0.32 -7.29
271 N 5.46 -0.89 -6.21
272 C 4.87 -0.74 -4.82
273 C 6.88 -0.32 -6.34
274 C 7.74 -1.40 -5.62
275 C 6.93 -2.69 -5.55
276 C 5.68 -2.37 -6.34
277 H 4.24 1.35 -9.38
278 H 3.36 2.66 -8.50
279 H 2.74 1.08 -8.69
280 H 3.83 1.48 -6.33
281 H 5.33 1.74 -7.08
282 H 5.01 -0.62 -8.28
283 H 3.53 -0.76 -7.12
284 H 4.37 0.17 -4.64
285 H 5.71 -0.90 -4.12
286 H 4.13 -1.50 -4.68
287 H 6.95 0.69 -5.92
288 H 7.22 -0.20 -7.43
289 H 8.03 -1.10 -4.59
290 H 8.67 -1.46 -6.16
291 H 6.68 -2.92 -4.54
292 H 7.47 -3.49 -6.01
293 H 4.86 -3.03 -6.10
294 H 5.78 -2.42 -7.43
295 C 3.43 -1.32 5.76
296 F 3.81 -2.57 5.85
297 F 3.85 -0.62 6.80
298 F 4.05 -0.88 4.63
299 S 1.63 -1.24 5.47
300 O 1.37 -2.09 4.36
301 O 1.13 -1.69 6.77
302 O 1.43 0.15 5.22
303 C -5.35 -1.28 1.55
304 F -5.37 0.07 1.68
305 F -5.67 -1.75 2.82
306 F -6.35 -1.51 0.74
307 S -3.75 -2.12 0.89
308 O -2.75 -1.51 1.76
309 O -4.10 -3.55 1.09
310 O -3.76 -1.62 -0.47
311 C 6.29 2.27 -1.18
312 F 7.07 2.60 -0.08
313 F 5.17 3.02 -1.04
314 F 6.91 2.71 -2.25
315 S 5.99 0.45 -1.02
316 O 5.72 0.19 0.36
317 O 4.84 0.30 -1.89
318 O 7.20 -0.11 -1.62
319 C -1.19 6.12 -1.51
320 F -0.86 5.69 -0.25
321 F -1.86 7.30 -1.35
322 F -0.01 6.40 -2.16
323 S -2.20 4.90 -2.42
324 O -2.77 5.58 -3.52
325 O -1.21 3.87 -2.77
326 N -3.18 4.50 -1.30
327 S -4.73 4.84 -1.24
328 O -5.36 4.76 -2.54
329 O -5.31 4.22 -0.08
330 C -4.75 6.69 -0.56
331 F -6.00 6.86 -0.23
332 F -3.98 6.86 0.51
333 F -4.41 7.60 -1.44
334 C -0.11 -0.62 -7.81
335 F -0.79 -1.71 -8.00
336 F 0.84 -0.58 -8.72
337 F -0.88 0.42 -7.85
338 S 0.61 -0.76 -6.11
339 O 1.51 0.34 -6.05
340 O -0.51 -0.78 -5.22
341 N 1.58 -1.99 -6.10
342 S 1.39 -3.33 -5.22
343 O 2.69 -3.81 -4.88
344 O 0.49 -3.18 -4.17
345 C 0.65 -4.67 -6.25
346 F 0.64 -5.81 -5.51
347 F -0.57 -4.39 -6.62
348 F 1.48 -4.86 -7.28

Atom charges from the Mulliken analysis, given in e for atoms 1 to 99:
1. C -1.8857
2. C 1.9910
3. C 1.2842
4. C -0.6817
5. N 0.4185
6. C -0.2984
7. C -0.7584
8. C -0.8021
9. C 0.3825
10. C -0.8836
11. H 0.1888
12. H 0.5057
13. H 0.4798
14. H -0.3027
15. H -0.5069
16. H 0.8788
17. H -1.3322
18. H -0.4977
19. H 0.4244
20. H 0.2867
21. H 0.1489
22. H 0.3848
23. H 0.4528
24. H 0.2913
25. H 0.4406
26. H 0.5475
27. H -0.4647
28. H 0.2800
29. H 0.5308
30. H 0.2788
31. C -1.1782
32. C 0.0640
33. C 0.9313
34. C -1.7602
35. N 1.1010
36. C 0.1618
37. C -0.3162
38. C -0.4164
39. C -1.0685
40. C 0.2968
41. H 0.4770
42. H 0.1681
43. H 0.3086
44. H -0.5050
45. H 0.4602
46. H 0.3211
47. H -0.7540
48. H 0.5878
49. H 0.5994
50. H -0.5825
51. H 0.4677
52. H -0.1792
53. H 0.6798
54. H 0.1423
55. H 0.4805
56. H 0.6118
57. H 0.5051
58. H -0.1037
59. H 0.0521
60. H -0.6021
61. C -1.2414
62. C -0.4462
63. C -0.6551
64. C -0.8097
65. N 0.5387
66. C -0.5592
67. C -0.5848
68. C -0.4809
69. C -0.5519
70. C -0.8880
71. H 0.3683
72. H 0.3274
73. H 0.2969
74. H 0.3202
75. H 0.3566
76. H 0.0802
77. H 0.6121
78. H 0.3033
79. H 0.6117
80. H 0.3958
81. H 0.4904
82. H 0.1004
83. H 0.5113
84. H 0.0670
85. H 0.4282
86. H 0.3479
87. H 0.5556
88. H 0.1205
89. H 0.1627
90. H 0.3618
91. C -1.0060
92. C -1.1455
93. C 0.9352
94. C -1.1886
95. N 0.3503
96. C -0.5553
97. C -0.1974
98. C -0.9159
99. C 0.3443

=====

No. 2
4 unconnected molecules or ions with the total composition C8H24O4, computed with ωB97M-V/def2-TZVPD.

Properties
SMILES string: CCO.CCO.CCO.CCO
Gap between HOMO and LUMO, eV: 10.8
Electronic energy, eV: -16873.7862
HOMO energy, eV: -10.22
E_LUMO, Eh: 0.02200

Positions of all 36 atoms, in Å:
1 C 0.98 0.43 -0.76
2 C 0.37 -0.67 0.10
3 O 0.05 -1.86 -0.65
4 H 1.56 -0.02 -1.57
5 H 1.59 1.07 -0.12
6 H 0.21 1.06 -1.21
7 H -0.51 -0.32 0.63
8 H 1.09 -0.99 0.86
9 H -0.85 -1.76 -0.96
10 C -1.31 -3.55 2.26
11 C 0.10 -4.04 2.17
12 O 0.67 -4.17 3.49
13 H -1.45 -2.72 2.96
14 H -2.05 -4.30 2.55
15 H -1.61 -3.16 1.28
16 H 0.69 -3.35 1.57
17 H 0.11 -5.03 1.70
18 H 1.51 -4.63 3.39
19 C 0.27 3.18 -4.21
20 C 1.49 2.47 -4.72
21 O 1.29 2.27 -6.12
22 H 0.21 3.19 -3.12
23 H -0.62 2.61 -4.51
24 H 0.22 4.19 -4.60
25 H 1.64 1.50 -4.24
26 H 2.33 3.15 -4.57
27 H 1.96 1.66 -6.45
28 C -2.06 1.21 2.68
29 C -0.61 1.46 2.97
30 O -0.24 2.74 2.47
31 H -2.62 2.10 2.98
32 H -2.41 0.37 3.26
33 H -2.26 1.04 1.62
34 H 0.04 0.68 2.58
35 H -0.45 1.46 4.06
36 H 0.69 2.72 2.25

And the Mulliken charges, in e, turn out to be:
1. C -1.1503
2. C 0.0082
3. O -0.5648
4. H 0.3738
5. H 0.3164
6. H 0.2569
7. H 0.1069
8. H 0.2762
9. H 0.3335
10. C -0.9468
11. C 0.0017
12. O -0.5363
13. H 0.2143
14. H 0.3618
15. H 0.2443
16. H 0.1133
17. H 0.2569
18. H 0.2954
19. C -1.0686
20. C -0.0422
21. O -0.5236
22. H 0.3079
23. H 0.2830
24. H 0.3143
25. H 0.2070
26. H 0.2377
27. H 0.2907
28. C -1.1145
29. C 0.0574
30. O -0.5400
31. H 0.3529
32. H 0.3014
33. H 0.2797
34. H 0.0898
35. H 0.2988
36. H 0.3070